A single C4H11N3 molecule in a non-equilibrium geometry. Source: OMol25; level of theory: wB97M-V/def2-TZVPD.

The geometry in XYZ format:
```
18
Properties=species:S:1:pos:R:3:forces:R:3
H 1.487 -1.058 -2.905 -0.8 -0.8 0.9
N 1.419 -1.906 -2.288 1.6 0.3 1.4
C 1.678 -1.546 -1.071 -0.8 -0.3 -0.8
N 1.446 -0.253 -0.616 0.6 -0.7 -0.5
C 0.077 0.161 -0.766 -0.4 3.0 -0.9
C -0.526 1.197 0.240 1.8 3.4 0.1
C -0.733 0.664 1.627 -2.8 1.0 -1.0
N -1.975 -0.082 1.678 0.2 -1.3 1.1
H 1.915 -2.179 -0.169 0.0 -0.5 -1.6
H 2.188 0.063 -0.052 -0.1 1.1 1.3
H -0.518 -0.720 -0.761 -0.7 -0.9 0.2
H 0.002 0.550 -1.803 -0.5 0.1 0.6
H 0.116 2.086 0.537 0.8 -1.0 -1.2
H -1.312 1.928 -0.141 0.0 -1.9 0.0
H 0.135 0.122 1.826 1.1 -1.6 0.8
H -0.819 1.408 2.391 0.3 0.9 0.2
H -1.815 -0.797 1.022 -0.1 -1.8 -0.7
H -2.764 0.363 1.250 -0.1 1.1 0.1
```
Forces are in eV/Å.

Output
SMILES: [H]/N=C\NCCCN
HOMO: -9.0248 eV
Kohn-Sham gap: 0.3673 Ha
Largest force on an atom: 3.8 eV/Å
Net charge: 0
DFT total energy: -323.1839 Ha
2S+1: 1
LUMO: 0.9696 eV